Entry 1:
Entry from the OMol25 dataset: a 10-piece molecular cluster, C16H52N8O15 overall (wB97M-V/def2-TZVPD).

Structure (ORCA input):
```
! wB97M-V def2-TZVPD RIJCOSX def2/J DEFGRID3
* xyz 0 1
N -2.929 -2.465 -1.865
C -3.262 -3.017 -0.743
N -3.373 -4.316 -0.900
O -3.466 -2.405 0.322
H -2.849 -1.468 -2.009
H -2.949 -3.078 -2.667
H -3.615 -4.841 -0.071
H -3.310 -4.734 -1.817
N 2.100 -4.180 1.950
C 2.149 -2.994 2.390
N 2.926 -2.929 3.455
O 1.564 -2.065 1.856
H 1.589 -4.389 1.105
H 2.655 -4.868 2.438
H 3.199 -2.028 3.821
H 3.177 -3.781 3.936
N -2.053 1.377 -3.398
C -3.228 1.238 -2.949
N -3.973 2.296 -3.268
O -3.622 0.346 -2.230
H -1.808 2.122 -4.034
H -1.465 0.578 -3.208
H -3.602 2.914 -3.976
H -4.957 2.422 -3.079
N -0.408 -0.380 0.191
C 0.356 0.568 -0.171
N 1.466 0.410 0.454
O -0.017 1.474 -0.915
H 0.029 -1.089 0.762
H -1.373 -0.403 -0.106
H 2.200 1.084 0.292
H 1.574 -0.405 1.041
O 3.587 5.662 -1.032
C 3.589 5.002 0.276
C 2.887 3.648 0.282
O 3.661 2.615 -0.302
H 3.490 4.956 -1.676
H 4.600 4.751 0.598
H 3.155 5.618 1.064
H 1.889 3.695 -0.154
H 2.836 3.267 1.302
H 3.942 2.735 -1.212
O -4.171 2.272 1.446
C -4.601 1.006 0.967
C -5.135 0.035 2.033
O -5.514 -1.194 1.495
H -3.379 2.165 1.978
H -5.321 1.104 0.154
H -3.802 0.451 0.475
H -6.001 0.474 2.529
H -4.450 -0.067 2.874
H -4.703 -1.564 1.138
O -2.080 6.361 -1.284
C -2.379 5.014 -1.714
C -2.298 3.990 -0.557
O -0.949 4.050 -0.212
H -1.161 6.480 -1.036
H -3.347 5.136 -2.201
H -1.569 4.931 -2.438
H -2.560 2.967 -0.826
H -2.976 4.317 0.231
H -0.573 3.285 -0.654
O 7.602 -0.162 -0.348
C 6.243 0.159 -0.744
C 5.251 -0.896 -0.210
O 5.432 -2.298 -0.578
H 8.153 0.432 -0.864
H 6.076 1.165 -0.359
H 6.083 0.304 -1.813
H 4.275 -0.598 -0.592
H 5.135 -0.872 0.874
H 6.277 -2.655 -0.293
O -3.081 -2.974 2.947
C -1.750 -3.317 3.144
C -1.028 -2.220 4.049
O -0.658 -1.146 3.228
H -3.164 -2.653 2.046
H -1.761 -4.257 3.696
H -1.274 -3.544 2.190
H -0.146 -2.583 4.577
H -1.665 -1.884 4.867
H 0.067 -1.454 2.681
C 0.545 -2.541 -2.191
C 2.136 -2.357 -2.148
O 2.759 -3.521 -1.725
H 0.192 -1.559 -2.506
H 0.129 -2.601 -1.186
H 0.211 -3.288 -2.912
H 2.388 -1.524 -1.493
H 2.559 -2.024 -3.096
H 3.625 -3.282 -1.389
*
```

Values from the calculation:
DFT total energy ... -2207.452046 a.u.
M ... 596.6 g/mol
SMILES ... NC(N)=O.NC(N)=O.NC(N)=O.NC(N)=O.OCCO.OCCO.OCCO.OCCO.OCCO.CCO



Entry 2:
Entry from the OMol25 dataset: C3H6BrF as an isolated structure (wB97M-V/def2-TZVPD).

Structure (ORCA input):
```
! wB97M-V def2-TZVPD RIJCOSX def2/J DEFGRID3
* xyz 0 3
C 0.009 1.006 1.169
C 0.299 -0.361 -1.354
C -0.356 -0.624 -0.015
F -1.724 -0.662 0.010
Br 0.367 -2.252 0.660
H -0.436 1.806 0.651
H -0.599 0.888 2.115
H 1.038 0.849 1.491
H 0.168 -1.230 -1.896
H 1.239 0.001 -1.100
H -0.006 0.579 -1.731
*
```

Values from the calculation:
DFT total energy ... -2791.532796 a.u.
M ... 141.0 g/mol
⟨S²⟩ ... 2.01



Entry 3:
Entry from the OMol25 dataset: H26O13 as an isolated structure (wB97M-V/def2-TZVPD).

Structure (ORCA input):
```
! wB97M-V def2-TZVPD RIJCOSX def2/J DEFGRID3
* xyz 0 1
O -5.738 19.050 7.442
H -5.402 19.498 8.218
H -6.067 19.754 6.883
O -7.580 17.194 8.032
H -7.420 16.908 8.931
H -8.289 17.834 8.106
O -6.027 18.346 9.714
H -6.313 19.259 9.736
H -6.594 17.902 10.344
O -4.935 20.420 8.561
H -5.408 21.252 8.522
H -4.998 20.151 9.478
O -8.098 18.033 10.942
H -8.893 18.084 11.474
H -8.240 18.664 10.237
O -5.884 16.209 10.320
H -5.765 16.486 11.228
H -5.220 16.696 9.832
O -7.857 16.194 10.105
H -6.960 15.904 10.271
H -8.008 16.888 10.746
O -8.283 19.314 9.402
H -8.686 20.170 9.260
H -8.577 18.784 8.661
O -4.211 17.861 9.632
H -5.120 18.152 9.704
H -3.795 18.513 9.067
O -7.368 19.184 12.399
H -7.599 18.934 11.505
H -6.813 18.469 12.713
O -4.817 21.068 10.723
H -4.768 21.540 11.555
H -5.658 20.613 10.755
O -6.703 20.339 10.439
H -7.222 20.256 9.638
H -7.186 20.969 10.974
O -5.670 17.144 12.198
H -5.227 17.834 11.703
H -5.529 17.378 13.115
*
```

Values from the calculation:
ΔE to the lowest compared entry with this formula, charge and spin ... 668.84 kcal/mol
DFT total energy ... -992.707364 a.u.
M ... 234.2 g/mol



Entry 4:
Entry from the OMol25 dataset: a 2-piece molecular cluster, C6H11NO3 overall (wB97M-V/def2-TZVPD).

Structure (ORCA input):
```
! wB97M-V def2-TZVPD RIJCOSX def2/J DEFGRID3
* xyz 0 1
C -0.166 -1.872 -0.391
N -0.839 -0.591 -0.395
C -2.075 -0.496 -0.162
C -2.807 0.772 -0.063
O -2.420 1.898 -0.050
O -4.093 0.549 0.283
H -0.751 -2.587 0.149
H 0.132 -1.974 -1.371
H 0.697 -1.637 0.151
H -2.793 -1.436 -0.125
H -4.696 1.394 0.318
C 1.367 0.617 1.299
C 1.730 0.820 0.060
C 3.008 0.223 -0.408
O 1.075 1.520 -0.900
H 2.035 0.109 1.998
H 0.533 1.111 1.798
H 2.817 -0.755 -0.913
H 3.485 0.042 0.525
H 3.603 0.887 -1.077
H 0.161 1.405 -0.728
*
```

Values from the calculation:
ΔE to the lowest compared entry with this formula, charge and spin ... 76.70 kcal/mol
DFT total energy ... -515.628000 a.u.
M ... 145.2 g/mol
SMILES ... C/N=C/C(=O)O.C=C(C)O



Which value of M does entry 2 give? 141.0 g/mol



Which of these has the lowest M? C3H6BrF



The highest M belongs to which entry? C16H52N8O15



M of number 4 (C6H11NO3)? 145.2 g/mol